Record 1
# C6H11NO

A single C6H11NO molecule (wB97M-V/def2-TZVPD, OMol25).

Maximum force = 2.82 eV Å⁻¹
Charge = 0
Energy relative to the best compared isomer or geometry (same formula, charge and spin) = 38.3 kcal/mol
Gap between HOMO and LUMO = 10.157 eV
Spin multiplicity = 1

Each line ends with the Mulliken charge.
Cartesian coordinates (Å):
C1 -0.01964 1.08055 0.28499  -0.70
C2 -0.79373 0.22976 -0.84336  -0.36
C3 -1.91107 -0.64347 -0.38051  0.00
C4 -3.16301 -0.53969 -0.91209  -0.78
C5 0.49388 0.16432 1.32396  0.44
N1 1.69725 -0.50293 1.05597  -0.19
C6 2.73603 -0.11013 0.09359  -0.82
O1 -0.04784 -0.13297 2.35525  -0.61
H1 0.80274 1.63180 -0.17071  0.30
H2 -0.77461 1.78360 0.57787  0.36
H3 -1.09726 1.05852 -1.55244  0.30
H4 0.02920 -0.41074 -1.28352  0.21
H5 -1.54363 -1.44802 0.32884  0.22
H6 -3.42854 0.21100 -1.70719  0.22
H7 -3.98112 -1.19086 -0.63814  0.28
H8 2.02562 -1.25920 1.75522  0.27
H9 2.44600 0.86740 -0.32290  0.28
H10 2.86010 -0.95481 -0.56457  0.26
H11 3.66961 0.16588 0.59977  0.32

=====

Record 2
# C5H15N2

A 2-piece molecular cluster, C5H15N2 overall (wB97M-V/def2-TZVPD, OMol25).

Maximum force = 4.19 eV Å⁻¹
Charge = +1
Energy relative to the best compared isomer or geometry (same formula, charge and spin) = 61.8 kcal/mol
Gap between HOMO and LUMO = 8.499 eV
Spin multiplicity = 1

Each line ends with the Mulliken charge.
Cartesian coordinates (Å):
C1 3.29023 -0.64944 -0.19672  -1.05
C2 -3.15113 0.71099 -0.49963  -0.82
C3 -0.87065 0.27535 -0.65268  -0.03
C4 -1.48259 1.99110 0.92279  -0.90
C5 2.12145 -1.70047 -0.31015  -0.41
N1 0.96080 -1.32194 0.49120  -0.61
N2 -1.75924 0.99371 -0.12194  0.14
H1 4.24352 -1.07305 -0.45719  0.35
H2 3.20193 0.20093 -0.87660  0.28
H3 3.31045 -0.27003 0.82875  0.30
H4 -3.91069 0.86511 0.22109  0.40
H5 -3.53709 1.29464 -1.41216  0.32
H6 -3.16112 -0.39209 -0.86441  0.27
H7 0.12347 0.62734 -0.44065  0.18
H8 1.23578 -0.85544 1.42490  0.23
H9 -1.13275 -0.59305 -1.21650  0.28
H10 -0.47545 2.40426 0.67158  0.35
H11 -2.22018 2.76581 0.82934  0.44
H12 -1.38142 1.44590 1.92189  0.30
H13 1.87633 -2.03256 -1.26534  0.36
H14 2.53157 -2.57684 0.22563  0.33
H15 0.18678 -2.11025 0.77681  0.28

=====

Record 3
# C4H8O2

A single C4H8O2 molecule (wB97M-V/def2-TZVPD, OMol25).

Maximum force = 0.45 eV Å⁻¹
Charge = 0
Energy relative to the best compared isomer or geometry (same formula, charge and spin) = 37.9 kcal/mol
Gap between HOMO and LUMO = 10.683 eV
Spin multiplicity = 1

Each line ends with the Mulliken charge.
Cartesian coordinates (Å):
C1 -1.87420 -0.52887 -0.38481  -1.10
C2 -0.56508 0.04346 -0.89324  -0.26
O1 -0.06881 1.00435 0.03308  -0.37
C3 1.30615 0.88127 0.29234  -0.44
C4 1.55250 -0.27309 1.25089  0.12
O2 2.45825 -1.06172 1.14231  -0.47
H1 -2.59007 0.27300 -0.18450  0.28
H2 -1.71655 -1.08817 0.54360  0.28
H3 -2.30733 -1.20539 -1.13022  0.35
H4 0.16619 -0.76402 -1.03159  0.35
H5 -0.70184 0.52973 -1.86932  0.29
H6 1.62802 1.81270 0.77591  0.32
H7 1.90868 0.72867 -0.61604  0.31
H8 0.80408 -0.35192 2.07159  0.34

=====

Record 4
# C9H14

A 2-piece molecular cluster, C9H14 overall (wB97M-V/def2-TZVPD, OMol25).

Maximum force = 2.21 eV Å⁻¹
Charge = 0
Energy relative to the best compared isomer or geometry (same formula, charge and spin) = 18.6 kcal/mol
Gap between HOMO and LUMO = 10.101 eV
Spin multiplicity = 1

Each line ends with the Mulliken charge.
Cartesian coordinates (Å):
C1 1.67899 -0.46281 -2.72104  -0.66
C2 2.45005 -1.64428 -2.13529  -0.85
H1 2.07126 0.04812 -3.58416  0.33
H2 0.68938 -0.79387 -3.05515  0.22
H3 1.56080 0.14354 -1.82250  0.17
H4 3.04845 -1.40414 -1.25087  0.26
H5 3.17671 -2.14486 -2.78614  0.33
H6 1.74077 -2.40859 -1.81847  0.21
C3 -1.43252 2.27165 2.64740  -1.37
C4 0.05955 -0.78794 1.07554  -0.21
C5 -0.74654 -1.02330 -0.05978  -0.78
C6 -0.29663 0.16961 2.03383  -0.70
C7 -1.18846 1.16587 1.64054  1.17
C8 -1.78368 -0.14165 -0.24602  -0.30
C9 -1.99406 1.00306 0.53223  -0.69
H7 0.92604 -1.40051 1.29952  0.38
H8 -0.46750 -1.83740 -0.70849  0.50
H9 0.20601 0.18782 2.98942  0.33
H10 -2.49872 -0.36443 -1.03555  0.33
H11 -0.65737 3.01760 2.81498  0.31
H12 -1.50756 1.86256 3.65995  0.32
H13 -2.73839 1.70009 0.20089  0.33
H14 -2.29657 2.84383 2.32919  0.34

=====

Record 5
# C31H23N5O2S2V

C31H23N5O2S2V as an isolated structure (wB97M-V/def2-TZVPD, OMol25).

Maximum force = 1.23 eV Å⁻¹
Charge = 0
Gap between HOMO and LUMO (alpha / beta) = 6.781 / 7.321 eV
Spin multiplicity = 2

Each line ends with the Mulliken charge.
Cartesian coordinates (Å):
V1 0.28394 -0.70629 -0.22533  -0.12
C1 1.06113 -2.03537 3.41702  -1.27
C2 2.37339 -1.72375 2.75863  1.14
C3 3.48691 -1.39352 3.52222  -0.95
C4 4.69691 -1.08097 2.92464  -0.87
C5 4.81155 -1.10126 1.54385  -1.11
C6 3.71825 -1.42651 0.74890  1.46
C7 3.86037 -1.45508 -0.75096  -1.21
C8 2.50915 -1.72463 1.37661  -0.51
N1 1.39493 -2.06404 0.50621  1.34
C9 1.25492 -3.41106 0.17478  -0.23
O1 1.79109 -4.35109 0.70032  -0.62
C10 0.37531 -3.53909 -1.05218  0.32
C11 0.15340 -4.66771 -1.80901  -0.76
C12 -0.50380 -4.51074 -3.02732  -0.29
C13 -0.88104 -3.24592 -3.46703  -0.75
C14 -0.63389 -2.18004 -2.62910  0.39
N2 -0.06270 -2.35255 -1.44823  0.28
C15 -0.89049 -0.71901 -2.90642  -0.27
O2 -1.34049 -0.31928 -3.94833  -0.63
N3 -0.51891 0.03951 -1.79290  0.95
C16 -1.00737 1.41129 -1.75471  -0.27
C17 -0.09952 2.45218 -1.95552  1.33
C18 1.32779 2.17402 -2.33710  -1.32
C19 -0.55095 3.75656 -1.82375  -1.01
C20 -1.88552 4.01962 -1.53528  -1.01
C21 -2.78154 2.97293 -1.42138  -0.81
C22 -2.36344 1.64736 -1.54878  1.51
C23 -3.38309 0.54295 -1.57172  -1.99
H1 1.21705 -2.33802 4.45183  0.50
H2 0.52682 -2.83271 2.90061  0.25
H3 0.40774 -1.15946 3.41075  0.10
H4 3.39646 -1.38610 4.60198  0.44
H5 5.55175 -0.82303 3.53641  0.42
H6 5.75637 -0.85756 1.07349  0.40
H7 4.81078 -1.01637 -1.05167  0.44
H8 3.07335 -0.89213 -1.25973  0.06
H9 3.82523 -2.47505 -1.14224  0.25
H10 0.51441 -5.62396 -1.45679  0.55
H11 -0.69142 -5.37449 -3.65156  0.45
H12 -1.34286 -3.07103 -4.42859  0.56
H13 1.37523 1.57082 -3.24591  0.28
H14 1.86518 1.63842 -1.55190  0.14
H15 1.86052 3.10619 -2.52025  0.48
H16 0.14817 4.57242 -1.96201  0.39
H17 -2.22495 5.04151 -1.42270  0.48
H18 -3.83126 3.17642 -1.24189  0.43
H19 -4.29738 0.85159 -1.06466  0.45
H20 -3.02149 -0.36718 -1.09560  0.22
H21 -3.64325 0.30050 -2.60519  0.40
S1 -1.49571 -0.98364 1.13119  -0.33
C24 -1.75598 0.68974 1.61631  0.87
C25 -3.01579 1.11253 2.03019  -0.96
C26 -3.23565 2.43722 2.36612  0.54
C27 -4.56674 2.85717 2.74368  -0.31
N4 -5.63516 3.16767 3.02839  -0.51
C28 -2.18064 3.35475 2.30432  0.70
C29 -0.92120 2.92993 1.91866  -1.07
C30 -0.69824 1.60388 1.56716  0.82
S2 0.90214 1.09254 1.02937  -0.41
C31 -2.38534 4.75554 2.59582  -0.32
N5 -2.53304 5.87592 2.80099  -0.52
H22 -3.83966 0.41202 2.06334  0.58
H23 -0.11170 3.64543 1.86196  0.51

=====

Record 6
# C3H2Br3O3

An isolated ion of composition C3H2Br3O3 and charge -1 (wB97M-V/def2-TZVPD, OMol25).

Maximum force = 4.02 eV Å⁻¹
Charge = -1
Energy relative to the best compared isomer or geometry (same formula, charge and spin) = 0.0 kcal/mol
Gap between HOMO and LUMO = 7.833 eV
Spin multiplicity = 1

Each line ends with the Mulliken charge.
Cartesian coordinates (Å):
C1 1.53689 0.00557 0.36722  0.75
C2 -1.25475 -0.46371 0.54211  -0.29
C3 0.14864 0.45770 -0.33012  0.07
O1 2.11045 -0.75558 -0.36488  -0.70
O2 1.65642 0.44776 1.50289  -0.68
O3 0.12589 0.37500 -1.61335  -0.50
Br1 -0.79306 -2.34738 0.20349  -0.14
Br2 -2.92645 0.11183 -0.04531  -0.08
Br3 -0.24140 2.36684 0.14863  -0.22
H1 -1.27479 -0.03119 1.56816  0.42
H2 0.91216 -0.16685 -1.97884  0.38

=====

Record 7
# C5H10O

A 2-piece molecular cluster, C5H10O overall (wB97M-V/def2-TZVPD, OMol25).

Maximum force = 0.65 eV Å⁻¹
Charge = 0
Energy relative to the best compared isomer or geometry (same formula, charge and spin) = 51.9 kcal/mol
Gap between HOMO and LUMO = 9.075 eV
Spin multiplicity = 1

Each line ends with the Mulliken charge.
Cartesian coordinates (Å):
O1 0.25651 1.47397 -1.51900  -0.48
C1 0.04957 0.51533 -0.57772  0.63
C2 -1.16360 0.59032 0.31062  -0.60
C3 -0.88233 -0.48736 1.38175  -0.65
C4 0.58486 -0.89334 1.16404  -0.61
C5 0.80987 -0.54888 -0.28378  -0.63
H1 -0.41472 2.15730 -1.41929  0.30
H2 0.66738 -0.30343 -2.83714  0.01
H3 -1.34556 1.59242 0.71644  0.37
H4 -2.04220 0.32493 -0.29573  0.25
H5 -1.51017 -1.36734 1.21209  0.27
H6 -1.07649 -0.11273 2.38799  0.29
H7 1.25580 -0.24547 1.74967  0.22
H8 0.81603 -1.92324 1.45146  0.36
H9 1.39021 -0.30104 -2.68716  -0.02
H10 1.54151 -1.05975 -0.88994  0.29

=====

Record 8
# C12H26BiN4O7

C12H26BiN4O7 as an isolated structure (wB97M-V/def2-TZVPD, OMol25).

Maximum force = 4.33 eV Å⁻¹
Charge = +1
Energy relative to the best compared isomer or geometry (same formula, charge and spin) = 23.8 kcal/mol
Gap between HOMO and LUMO (alpha / beta) = 4.891 / 4.833 eV
Spin multiplicity = 1

Each line ends with the Mulliken charge.
Cartesian coordinates (Å):
O1 0.42058 4.03373 0.21752  -0.21
H1 -0.16435 4.55709 0.76923  0.43
Bi1 -0.97773 -0.04722 -1.27590  1.65
N1 -2.15359 1.84810 0.22573  0.25
N2 -0.58078 0.54776 1.53185  0.53
N3 0.67294 -0.41177 -2.94909  0.13
N4 1.32373 -0.87101 -0.63799  0.45
O2 -1.92676 3.02009 -0.35972  -0.87
O3 0.75282 0.45519 -4.03146  -0.47
O4 1.70372 -1.22561 0.64672  -0.53
O5 0.43795 0.08949 2.22028  -0.77
C1 -1.46763 1.21429 2.32699  0.02
C2 -2.42695 1.90320 1.58210  0.23
C3 1.68668 -1.28209 -2.88257  0.41
C4 2.09163 -1.51496 -1.55526  0.09
C5 -3.48201 2.75121 2.16727  -1.26
H2 -3.29562 3.80390 1.94586  0.27
H3 -3.53341 2.65577 3.25300  0.36
H4 -4.48482 2.50701 1.80942  0.31
C6 -1.24659 1.29401 3.77651  -1.30
H5 -0.37067 1.90876 4.03908  0.22
H6 -1.07552 0.30564 4.21975  0.31
H7 -2.10150 1.72922 4.29854  0.45
C7 2.26852 -1.90833 -4.08626  -1.20
C8 3.07810 -2.55331 -1.18908  -1.43
H8 2.14598 -1.29278 -4.98132  0.39
H9 1.80894 -2.88515 -4.29702  0.28
H10 3.33891 -2.11180 -3.95720  0.35
H11 3.52962 -2.39766 -0.20327  0.35
H12 3.88795 -2.60771 -1.92504  0.47
H13 2.59790 -3.54211 -1.18440  0.24
H14 0.14713 1.19652 -3.65986  0.48
H15 1.15758 -0.58607 1.29548  0.38
C9 1.76207 3.84269 0.29274  -0.42
H16 2.26696 4.55959 -0.34255  0.29
H17 1.98890 2.84242 -0.12388  0.13
H18 2.12353 3.91319 1.30601  0.31
O6 -0.89422 1.59355 -2.60274  -0.95
H19 -0.23161 3.32687 -0.16655  0.21
H20 -0.69141 2.49195 -2.31224  0.29
C10 -1.78842 -2.80934 1.58239  -1.17
C11 -1.24402 -3.00242 0.19734  1.15
C12 -0.11017 -3.97212 0.02797  -1.13
O7 -1.72619 -2.41588 -0.81140  -0.74
H21 -1.97401 -3.78796 2.03964  0.45
H22 -2.72032 -2.23243 1.57739  0.30
H23 -1.03873 -2.28860 2.18854  0.27
H24 0.20842 -4.02175 -1.02268  0.21
H25 0.72614 -3.64830 0.66062  0.27
H26 -0.41967 -4.97484 0.35951  0.53